# C18H23Br2N4O3Yb

A molecular structure, C18H23Br2N4O3Yb at a distorted geometry (wB97M-V/def2-TZVPD, OMol25).

Calculated values
- LUMO energy (spin up / spin down): -5.9 / -7.3 eV
- HOMO-LUMO gap (spin up / spin down): 7.3138 / 5.8962 eV
- M: 676.255 g mol⁻¹
- HOMO level (spin up / spin down): -13.2 / -13.2 eV
- 2S+1: 2
- Energy above the lowest of the compared OMol25 structures with the same formula, charge and spin: 71.7 kJ/mol
- Charge: +2

Last column: Mulliken spin population.
Element x y z (Å)
1 Yb 10.593 11.684 4.579  0.00
2 O 10.129 18.025 4.010  0.00
3 C 10.252 16.698 4.352  0.00
4 C 10.584 16.244 5.651  0.00
5 C 10.576 14.909 5.938  0.00
6 N 10.365 13.987 4.928  0.00
7 C 10.144 14.376 3.651  0.00
8 Br 10.155 12.986 2.259  0.00
9 C 9.973 15.736 3.370  0.00
10 H 10.485 18.620 4.694  0.00
11 H 10.857 16.885 6.468  0.00
12 H 10.723 14.572 6.965  0.00
13 H 9.651 16.001 2.369  0.00
14 C 13.938 11.593 6.085  0.00
15 C 15.487 11.627 6.286  0.00
16 N 16.224 11.230 5.021  0.00
17 C 15.805 12.234 3.988  0.00
18 C 14.249 12.225 3.818  0.00
19 N 13.567 11.181 4.683  0.00
20 C 14.161 9.811 4.475  0.00
21 C 15.710 9.850 4.639  0.00
22 H 13.607 12.618 6.336  0.00
23 H 13.437 10.965 6.848  0.00
24 H 15.811 10.937 7.069  0.00
25 H 15.795 12.644 6.584  0.00
26 H 16.289 12.010 3.003  0.00
27 H 16.116 13.247 4.273  0.00
28 H 14.021 12.091 2.756  0.00
29 H 13.858 13.220 4.100  0.00
30 H 13.913 9.463 3.468  0.00
31 H 13.797 9.108 5.207  0.00
32 H 16.216 9.517 3.717  0.00
33 H 15.975 9.115 5.443  0.00
34 C 10.884 6.007 4.241  0.00
35 O 10.303 7.333 4.003  0.15
36 C 10.927 8.488 3.646  0.72
37 O 11.071 9.548 4.327  0.11
38 H 11.994 5.926 4.155  -0.01
39 H 10.391 5.281 3.572  0.00
40 H 10.579 5.795 5.277  0.01
41 Br 5.055 7.576 4.870  0.00
42 C 6.357 8.943 4.886  0.00
43 C 6.119 10.249 4.470  0.00
44 C 7.126 11.217 4.695  0.00
45 N 8.338 10.909 5.213  0.00
46 C 8.473 9.667 5.742  0.00
47 C 7.573 8.653 5.467  0.00
48 H 5.169 10.563 4.053  0.00
49 H 6.923 12.242 4.453  0.00
50 H 9.405 9.473 6.253  0.01
51 H 7.844 7.618 5.657  0.00